Entry 1:
Entry from OMol25: one molecule with the formula C9H18N2O4 at a distorted geometry (ωB97M-V with the def2-TZVPD basis set).

Values from the calculation:
net charge	0
2S+1	1
HOMO	-9.415	eV
DFT total energy	-20795.4001	eV
Kohn-Sham gap	9.93	eV
ΔE to the lowest compared entry with this formula, charge and spin	169.8	kJ/mol

CARTESIAN COORDINATES (ANGSTROEM)
1 C 0.663 -2.248 -1.930
2 C -0.496 -1.313 -1.471
3 C -1.662 -1.313 -2.464
4 C 0.030 0.128 -1.008
5 N -0.952 0.856 -0.242
6 C -0.814 1.283 1.065
7 O -1.821 1.652 1.745
8 C 0.597 1.376 1.624
9 N 0.710 2.569 2.428
10 C 1.016 0.052 2.306
11 C -0.053 -0.506 3.203
12 O 1.182 -0.881 1.244
13 C 0.490 0.985 -2.173
14 O 1.443 0.702 -2.871
15 O -0.189 2.111 -2.407
16 H 0.237 -3.223 -2.169
17 H 1.433 -2.365 -1.144
18 H 1.187 -1.806 -2.802
19 H -0.958 -1.790 -0.577
20 H -2.481 -0.747 -2.027
21 H -1.396 -0.793 -3.453
22 H -2.067 -2.317 -2.642
23 H 0.930 0.012 -0.392
24 H -1.801 1.177 -0.713
25 H 1.248 1.442 0.805
26 H 0.547 3.308 1.797
27 H -0.162 2.504 2.990
28 H 1.971 0.280 2.764
29 H 0.405 -1.300 3.834
30 H -0.467 0.255 3.869
31 H -0.832 -1.051 2.593
32 H 1.846 -1.548 1.444
33 H 0.217 2.508 -3.225


Entry 2:
Entry from OMol25: one molecule with the formula C9H18N2O4S at a distorted geometry (ωB97M-V with the def2-TZVPD basis set).

Values from the calculation:
net charge	0
2S+1	1
HOMO	-8.513	eV
DFT total energy	-31629.7149	eV
Kohn-Sham gap	8.83	eV
ΔE to the lowest compared entry with this formula, charge and spin	160.3	kJ/mol

CARTESIAN COORDINATES (ANGSTROEM)
1 C 5.085 -0.898 -0.648
2 S 4.456 0.796 -0.142
3 C 3.339 0.204 1.195
4 C 1.804 0.460 0.897
5 C 1.167 -0.611 -0.010
6 N 1.914 -0.691 -1.305
7 C -0.309 -0.273 -0.402
8 O -0.572 -0.065 -1.556
9 N -1.089 -0.113 0.690
10 C -2.510 0.050 0.559
11 C -3.152 -1.209 0.127
12 O -4.313 -1.261 -0.268
13 O -2.410 -2.314 0.189
14 C -2.872 1.203 -0.445
15 C -4.233 1.689 -0.022
16 O -1.943 2.240 -0.545
17 H 4.124 -1.442 -0.862
18 H 5.835 -0.908 -1.503
19 H 5.541 -1.287 0.371
20 H 3.489 -0.862 1.419
21 H 3.710 0.730 2.123
22 H 1.227 0.452 1.794
23 H 1.649 1.415 0.348
24 H 1.157 -1.511 0.608
25 H 1.111 -0.876 -2.030
26 H 2.320 0.281 -1.461
27 H -0.665 -0.667 1.512
28 H -2.859 0.312 1.536
29 H -3.132 -2.962 -0.134
30 H -3.093 0.678 -1.354
31 H -4.489 2.490 -0.715
32 H -4.999 0.924 0.079
33 H -4.131 2.270 0.871
34 H -1.155 1.756 -0.915


Entry 3:
Entry from OMol25: an isolated ion of composition C9H18N3 and charge +1 at a distorted geometry (ωB97M-V with the def2-TZVPD basis set).

Values from the calculation:
net charge	+1
2S+1	1
HOMO	-13.573	eV
DFT total energy	-14085.5699	eV
Kohn-Sham gap	10.21	eV
ΔE to the lowest compared entry with this formula, charge and spin	282.4	kJ/mol

CARTESIAN COORDINATES (ANGSTROEM)
1 C -3.053 1.981 -0.227
2 C -1.891 0.981 -0.070
3 N -0.653 1.298 -0.169
4 C 0.103 -0.325 0.106
5 C 1.006 -0.672 -1.087
6 C 1.994 0.428 -1.300
7 C 2.897 0.636 -0.042
8 C 1.977 1.030 1.190
9 C 0.963 -0.119 1.368
10 N -1.158 -1.163 0.382
11 C -1.236 -2.394 -0.321
12 N -2.252 -0.337 0.134
13 H -4.062 1.550 0.128
14 H -3.256 2.356 -1.315
15 H -2.785 2.883 0.443
16 H 0.296 -0.921 -1.918
17 H 1.617 -1.468 -0.853
18 H 1.490 1.372 -1.362
19 H 2.674 0.081 -2.127
20 H 3.522 -0.189 0.281
21 H 3.611 1.375 -0.312
22 H 2.680 0.986 2.054
23 H 1.432 1.977 0.953
24 H 1.512 -1.158 1.389
25 H 0.442 -0.081 2.248
26 H -1.113 -1.295 1.509
27 H -0.549 -2.382 -1.143
28 H -0.817 -3.152 0.275
29 H -2.250 -2.605 -0.813
30 H -3.142 -0.675 0.600